(1)
{
  "formula": "C5H11N",
  "method": "ωB97M-V with the def2-TZVPD basis set",
  "total_energy_ev": -6849.693,
  "multiplicity": 1,
  "elements": ["C", "C", "C", "C", "N", "C", "H", "H", "H", "H", "H", "H", "H", "H", "H", "H", "H"],
  "coordinates": [[2.532, -0.408, 0.868], [1.695, -0.280, -0.410], [0.252, -0.517, -0.150], [-0.586, 0.558, -0.709], [-2.013, 0.314, -0.854], [-2.675, 0.100, 0.425], [2.290, 0.403, 1.563], [2.323, -1.356, 1.370], [3.601, -0.347, 0.641], [1.948, 0.650, -0.953], [1.958, -1.119, -1.079], [-2.116, -0.528, -1.413], [-0.188, 1.009, -1.637], [-0.433, 1.349, 0.059], [-3.685, -0.281, 0.249], [-2.768, 1.059, 0.950], [-2.136, -0.604, 1.080]]
}

---

(2)
{
  "formula": "C12H41N3O7",
  "method": "ωB97M-V with the def2-TZVPD basis set",
  "total_energy_ev": -31907.746,
  "multiplicity": 1,
  "smiles": "COC[C@H](C)N.COC[C@H](C)N.COC[C@H](C)N.O.O.O.O",
  "elements": ["C", "O", "C", "C", "C", "N", "H", "H", "H", "H", "H", "H", "H", "H", "H", "H", "H", "C", "O", "C", "C", "C", "N", "H", "H", "H", "H", "H", "H", "H", "H", "H", "H", "H", "C", "O", "C", "C", "C", "N", "H", "H", "H", "H", "H", "H", "H", "H", "H", "H", "H", "O", "H", "H", "O", "H", "H", "O", "H", "H", "O", "H", "H"],
  "coordinates": [[19.088, 38.254, 1.259], [18.990, 37.692, 2.522], [18.054, 36.593, 2.685], [16.603, 36.772, 2.416], [16.034, 37.759, 3.439], [15.976, 35.424, 2.449], [18.473, 39.153, 1.227], [19.178, 37.548, 0.434], [20.003, 38.843, 1.323], [18.458, 35.835, 2.014], [18.145, 36.189, 3.693], [16.473, 37.190, 1.417], [16.606, 38.687, 3.433], [16.158, 37.480, 4.486], [15.045, 38.085, 3.116], [16.683, 34.709, 2.350], [15.676, 35.217, 3.391], [2.185, 31.664, -0.830], [0.996, 32.335, -1.260], [0.027, 32.608, -0.238], [-0.954, 33.703, -0.559], [-0.345, 35.121, -0.725], [-1.979, 33.863, 0.357], [2.715, 32.216, -0.054], [2.893, 31.555, -1.651], [1.987, 30.675, -0.416], [-0.406, 31.619, -0.085], [0.440, 32.844, 0.742], [-1.354, 33.485, -1.549], [-0.069, 35.513, 0.254], [-1.112, 35.759, -1.163], [0.467, 35.028, -1.446], [-2.175, 32.910, 0.628], [-1.675, 34.261, 1.234], [7.216, 34.685, 1.536], [8.069, 33.625, 0.947], [9.295, 34.148, 0.639], [10.174, 33.139, 0.021], [10.475, 31.785, 0.779], [11.430, 33.644, -0.318], [6.208, 34.449, 1.195], [7.496, 35.687, 1.212], [7.206, 34.641, 2.625], [9.317, 35.072, 0.061], [9.716, 34.403, 1.612], [9.560, 32.870, -0.839], [9.620, 31.112, 0.710], [10.681, 32.130, 1.792], [11.397, 31.299, 0.461], [11.278, 34.598, -0.615], [11.910, 33.744, 0.565], [3.571, 40.015, -0.188], [3.334, 39.394, -0.876], [4.047, 40.709, -0.644], [15.043, 31.251, -3.310], [14.324, 31.626, -2.801], [15.517, 30.701, -2.685], [7.002, 31.823, 5.300], [6.850, 32.265, 4.465], [7.660, 32.360, 5.741], [17.157, 29.259, -0.277], [17.263, 28.321, -0.118], [16.720, 29.588, 0.508]]
}

---

(3)
{
  "formula": "C26H35BiO5S",
  "method": "ωB97M-V with the def2-TZVPD basis set",
  "total_energy_ev": -54436.979,
  "multiplicity": 1,
  "elements": ["O", "C", "C", "H", "H", "C", "H", "H", "C", "H", "H", "H", "C", "H", "H", "H", "Bi", "C", "C", "C", "H", "C", "C", "H", "H", "H", "H", "C", "C", "C", "H", "C", "C", "H", "H", "H", "H", "O", "C", "C", "H", "H", "C", "H", "H", "C", "H", "H", "H", "H", "C", "C", "C", "C", "C", "C", "C", "S", "O", "O", "O", "H", "H", "H", "H", "H", "H", "H"],
  "coordinates": [[0.480, -1.851, 1.248], [0.463, -3.167, 0.624], [0.057, -3.865, 1.906], [1.455, -3.425, 0.242], [-0.309, -3.212, -0.144], [0.147, -2.438, 2.524], [0.777, -4.620, 2.230], [-0.974, -4.230, 1.888], [1.295, -2.229, 3.489], [2.204, -2.660, 3.037], [1.065, -2.741, 4.434], [1.420, -1.152, 3.676], [-1.181, -1.952, 3.060], [-2.013, -2.344, 2.457], [-1.239, -0.859, 3.074], [-1.281, -2.315, 4.091], [0.114, 0.427, -1.725], [-3.061, 0.485, -0.477], [-2.501, 0.278, -1.768], [-1.898, -1.051, -1.757], [-2.791, 0.811, -2.669], [-2.053, -1.568, -0.419], [-2.759, -0.616, 0.344], [-3.108, -0.760, 1.368], [-3.699, 1.307, -0.169], [-1.658, -1.648, -2.637], [-1.904, -2.607, -0.107], [-0.724, 2.567, 0.473], [-1.083, 1.972, 1.686], [-0.041, 1.060, 2.061], [-1.974, 2.183, 2.277], [0.929, 1.030, 1.064], [0.569, 2.032, 0.084], [1.297, 2.564, -0.522], [-1.260, 3.346, -0.061], [0.030, 0.566, 3.035], [1.860, 0.455, 1.042], [3.116, -4.331, 0.128], [3.148, -5.396, 1.119], [4.159, -6.495, 0.767], [2.144, -5.823, 1.172], [3.338, -4.960, 2.104], [4.605, -6.154, -0.668], [3.697, -7.487, 0.814], [5.012, -6.465, 1.448], [4.016, -4.749, -0.933], [4.159, -6.863, -1.377], [5.692, -6.161, -0.812], [3.428, -4.724, -1.858], [4.803, -3.987, -1.039], [-3.534, 7.860, -1.469], [-2.488, 6.797, -1.745], [-1.106, 7.051, -1.686], [-0.191, 6.122, -2.196], [-0.661, 4.868, -2.613], [-2.018, 4.585, -2.646], [-2.914, 5.525, -2.149], [0.515, 3.609, -3.065], [0.804, 3.647, -4.468], [1.599, 3.770, -2.117], [-0.321, 2.326, -2.728], [-3.322, 8.450, -0.567], [-3.582, 8.566, -2.316], [-4.524, 7.390, -1.364], [-0.784, 8.006, -1.261], [0.867, 6.372, -2.262], [-2.337, 3.626, -3.047], [-3.969, 5.252, -2.126]]
}

---

(4)
{
  "formula": "C3H4NO2",
  "method": "ωB97M-V with the def2-TZVPD basis set",
  "total_energy_ev": -8759.767,
  "charge": -1,
  "multiplicity": 1,
  "elements": ["C", "C", "C", "N", "O", "O", "H", "H", "H", "H"],
  "coordinates": [[-2.010, 0.928, 0.099], [1.193, 0.090, -0.535], [0.620, -0.841, 0.420], [0.298, 0.558, 0.483], [-2.430, 0.024, 0.715], [-1.908, 1.947, -0.473], [2.247, 0.204, -0.561], [0.897, -0.076, -1.534], [-0.215, -1.507, 0.275], [1.308, -1.327, 1.112]]
}

---

(5)
{
  "formula": "C13H28MnNO7",
  "method": "ωB97M-V with the def2-TZVPD basis set",
  "total_energy_ev": -61069.546,
  "charge": -3,
  "multiplicity": 6,
  "s_squared": 8.7540,
  "elements": ["Mn", "C", "O", "O", "O", "C", "C", "C", "O", "H", "H", "H", "H", "H", "H", "H", "C", "C", "C", "O", "H", "H", "H", "H", "H", "H", "H", "C", "C", "C", "O", "H", "H", "H", "H", "H", "H", "H", "C", "O", "N", "C", "C", "H", "H", "H", "H", "H", "H", "H"],
  "coordinates": [[-0.219, 1.252, -0.789], [-1.385, 3.857, -0.711], [-2.108, 2.952, -0.245], [-1.838, 4.662, -1.626], [-0.242, 3.441, -1.151], [-2.482, -1.352, 1.882], [-2.066, -1.191, 0.380], [-2.827, -2.062, -0.598], [-2.036, 0.136, 0.015], [-3.307, -2.044, 2.088], [-2.692, -0.386, 2.342], [-1.630, -1.746, 2.448], [-0.990, -1.440, 0.390], [-2.151, -2.395, -1.386], [-3.835, -1.849, -0.957], [-3.041, -3.020, -0.087], [1.064, 0.308, -4.319], [-0.339, 0.019, -3.826], [-0.595, -1.461, -3.595], [-0.932, 0.915, -2.953], [1.827, -0.184, -3.704], [1.240, 1.384, -4.336], [1.198, -0.071, -5.339], [-0.885, 0.248, -4.768], [-0.195, -2.186, -4.316], [-1.648, -1.728, -3.515], [-0.059, -1.674, -2.661], [3.834, -0.024, 0.137], [2.652, -0.477, -0.791], [2.053, -1.779, -0.228], [1.838, 0.552, -1.086], [3.283, 0.118, 1.077], [4.466, 0.836, -0.078], [4.507, -0.826, 0.474], [3.252, -0.651, -1.712], [1.590, -1.391, 0.686], [2.779, -2.551, 0.027], [1.254, -2.104, -0.894], [-0.481, 1.612, 2.289], [0.132, 1.467, 1.243], [0.008, 1.249, 3.503], [-0.669, 1.532, 4.747], [1.208, 0.448, 3.659], [-1.457, 2.112, 2.270], [-0.835, 0.540, 5.175], [-1.705, 1.844, 4.586], [-0.206, 2.352, 5.297], [1.760, 0.427, 2.717], [1.914, 0.924, 4.339], [0.997, -0.595, 3.902]]
}

---

(6)
{
  "formula": "C6H10O2",
  "method": "ωB97M-V with the def2-TZVPD basis set",
  "total_energy_ev": -10475.683,
  "multiplicity": 1,
  "smiles": "C=CC[C@@H](O)C(C)=O",
  "elements": ["C", "C", "C", "C", "O", "C", "C", "O", "H", "H", "H", "H", "H", "H", "H", "H", "H", "H"],
  "coordinates": [[0.796, 1.481, 0.582], [1.432, 0.344, 0.112], [1.305, -0.160, -1.279], [-0.040, -0.814, -0.943], [0.158, -2.101, -0.426], [-0.884, 0.499, -0.071], [-1.567, -0.077, 1.148], [-1.457, 1.214, -0.891], [0.730, 2.357, -0.046], [0.826, 1.673, 1.646], [1.725, -0.413, 0.832], [2.073, -0.874, -1.569], [1.170, 0.637, -2.006], [-0.713, -0.839, -1.804], [-0.342, -2.245, 0.384], [-2.205, -0.910, 0.849], [-0.829, -0.459, 1.855], [-2.177, 0.687, 1.629]]
}